(1)
{"formula": "C3H11N3", "method": "wB97M-V/def2-TZVPD", "symbols": ["C", "N", "C", "H", "H", "H", "H", "H", "H", "H", "N", "C", "N", "H", "H", "H", "H"], "xyz": [[-0.854, -0.805, 1.781], [0.514, -0.844, 0.970], [1.015, 0.691, 1.213], [-0.881, -0.075, 2.598], [-1.174, -1.775, 2.313], [-1.522, -0.509, 1.010], [1.254, -1.269, 1.601], [0.951, 1.203, 2.275], [2.055, 0.793, 0.961], [0.380, 1.415, 0.621], [0.751, -0.177, -1.930], [-0.564, -0.020, -2.305], [-1.016, 1.020, -2.925], [0.961, -0.493, -0.962], [1.308, 0.724, -2.156], [-1.157, -0.895, -2.101], [-2.021, 1.016, -2.965]], "nbo_charge": [-0.43, -0.63, -0.47, 0.19, 0.21, 0.20, 0.35, 0.19, 0.20, 0.21, -0.85, 0.28, -0.74, 0.43, 0.37, 0.14, 0.34], "charge": 0, "smiles": "[H]/N=C/N.CNC", "gap_ev": 9.765, "homo_energy_ev": -8.8780, "e_tot_ev": -7757.760}

(2)
{"formula": "C2H12Si3", "method": "wB97M-V/def2-TZVPD", "symbols": ["C", "C", "Si", "Si", "Si", "H", "H", "H", "H", "H", "H", "H", "H", "H", "H", "H", "H"], "xyz": [[-1.157, -2.739, 0.692], [-1.622, -1.294, 1.012], [2.368, 1.568, -0.130], [-1.572, -0.259, -0.563], [0.631, 2.603, -1.118], [-1.623, -3.010, -0.155], [-0.065, -2.918, 0.571], [-1.421, -3.437, 1.452], [-0.927, -0.774, 1.750], [-2.548, -1.359, 1.671], [3.824, 1.616, -0.506], [2.352, 2.319, 1.141], [1.805, 0.080, 0.027], [-1.345, -0.702, -1.834], [-2.781, 0.493, -0.330], [0.203, 4.009, -0.456], [0.685, 3.112, -2.574]], "nbo_charge": [-0.61, -0.90, 0.34, 0.90, 0.18, 0.19, 0.21, 0.21, 0.25, 0.26, -0.12, -0.13, -0.13, -0.19, -0.19, -0.13, -0.14], "charge": 0, "gap_ev": [6.889, 6.429], "homo_energy_ev": [-7.6215, -7.4633], "e_tot_ev": -25895.995}

(3)
{"formula": "C4H12O2P2", "method": "wB97M-V/def2-TZVPD", "symbols": ["C", "C", "C", "C", "O", "O", "P", "P", "H", "H", "H", "H", "H", "H", "H", "H", "H", "H", "H", "H"], "xyz": [[-1.683, 1.481, -0.825], [-2.281, -1.361, -0.516], [1.747, -1.241, 0.891], [2.060, 1.671, 0.448], [1.168, -0.096, -1.546], [-1.239, 0.220, 1.482], [-2.283, 0.313, 0.410], [1.104, 0.241, -0.112], [-1.344, 2.484, -0.480], [-2.456, 1.415, -1.515], [-0.707, 1.224, -1.139], [-2.561, -2.165, 0.134], [-1.164, -1.411, -0.632], [-2.883, -1.169, -1.408], [1.231, -1.299, 1.869], [1.218, -2.127, 0.203], [2.814, -1.371, 1.038], [1.413, 2.509, 0.521], [2.378, 1.392, 1.557], [2.944, 1.836, -0.195]], "nbo_charge": [-1.01, -0.93, -0.99, -1.02, -1.04, -1.00, 1.45, 1.60, 0.26, 0.23, 0.26, 0.24, 0.24, 0.23, 0.25, 0.24, 0.24, 0.24, 0.25, 0.26], "charge": 0, "gap_ev": [7.878, 6.481], "homo_energy_ev": [-8.3957, -7.7311], "e_tot_ev": -27012.926}

(4)
{"formula": "C26H30BBrCl2N8O5W", "method": "wB97M-V/def2-TZVPD", "symbols": ["W", "C", "N", "C", "C", "O", "C", "O", "C", "C", "O", "N", "C", "C", "H", "H", "H", "H", "H", "H", "H", "H", "H", "H", "H", "H", "H", "H", "H", "H", "Br", "C", "C", "C", "C", "C", "N", "C", "O", "O", "H", "H", "H", "B", "N", "C", "C", "C", "N", "N", "C", "C", "C", "N", "H", "H", "H", "H", "H", "H", "H", "H", "Cl", "C", "C", "C", "C", "C", "Cl", "C", "N", "H", "H", "H"], "xyz": [[0.090, -0.150, -0.067], [0.114, 0.309, 5.394], [0.451, 0.719, 4.056], [0.910, 2.083, 3.884], [0.717, -0.222, 3.103], [1.023, 0.192, 1.921], [0.685, -1.555, 3.455], [1.339, -1.330, -0.165], [2.066, -4.637, -0.170], [3.059, -3.736, -0.344], [3.982, -3.472, 0.633], [3.238, -2.986, -1.466], [3.954, -1.723, -1.447], [2.307, -3.172, -2.553], [0.983, -0.055, 5.958], [-0.312, 1.160, 5.923], [-0.649, -0.472, 5.369], [1.834, 2.263, 4.447], [1.095, 2.274, 2.834], [0.143, 2.773, 4.239], [3.528, -3.266, 1.453], [0.328, -2.073, 4.323], [2.111, -5.304, 0.680], [1.360, -4.841, -0.954], [4.606, -1.677, -0.582], [4.568, -1.637, -2.346], [3.259, -0.879, -1.405], [1.273, -2.979, -2.240], [2.547, -2.467, -3.346], [2.370, -4.187, -2.956], [-3.709, 0.373, -1.196], [-2.395, 1.362, -2.119], [-2.820, 2.110, -3.208], [-1.891, 2.882, -3.879], [-0.584, 2.899, -3.425], [-0.262, 2.114, -2.337], [-1.141, 1.335, -1.699], [1.132, 2.140, -1.762], [1.947, 2.935, -2.162], [1.329, 1.268, -0.813], [-3.857, 2.078, -3.505], [-2.191, 3.472, -4.735], [0.192, 3.501, -3.873], [-2.641, 0.566, 2.487], [-1.898, 1.781, 1.828], [-2.210, 3.033, 2.197], [-1.336, 3.913, 1.593], [-0.496, 3.092, 0.845], [-0.843, 1.813, 0.984], [-2.405, -0.736, 1.622], [-3.259, -1.699, 1.505], [-3.028, -2.789, 0.567], [-1.617, -3.333, 0.484], [-1.399, -0.781, 0.780], [-3.821, 0.807, 2.488], [-2.212, 0.346, 3.592], [-3.036, 3.206, 2.867], [-1.310, 4.985, 1.681], [0.346, 3.372, 0.235], [-4.134, -1.681, 2.139], [-3.830, -3.513, 0.620], [0.889, -3.750, 2.748], [-1.295, -1.271, -4.465], [-1.815, -2.419, -3.279], [-2.465, -3.515, -3.662], [-2.919, -4.475, -2.676], [-2.827, -4.229, -1.373], [-2.235, -2.972, -0.795], [1.034, -2.655, 2.080], [-1.482, -2.076, -1.864], [-0.656, -1.166, -1.666], [-2.655, -3.692, -4.712], [-3.367, -5.399, -3.015], [-3.185, -4.968, -0.668]], "mulliken_charge": [1.14, -1.23, 0.65, -1.11, 0.76, -0.93, -1.14, 0.69, -1.25, 0.84, -0.57, 0.19, -0.98, -1.03, 0.33, 0.31, 0.36, 0.37, 0.26, 0.33, 0.39, 0.35, 0.42, 0.23, 0.35, 0.32, 0.26, 0.16, 0.31, 0.43, 0.01, -0.01, -0.79, -0.53, -0.71, 0.73, 0.56, -0.02, -0.71, -0.92, 0.48, 0.44, 0.55, -0.39, 0.12, -0.39, -1.37, -0.69, 0.68, 0.11, -1.13, -0.31, -0.49, -0.06, -0.16, -0.09, 0.45, 0.46, 0.69, 0.49, 0.42, 0.34, -0.18, 0.17, -0.23, -0.59, -1.57, 2.05, 0.33, -0.02, -0.22, 0.48, 0.42, 0.38], "charge": 0, "gap_ev": 6.343, "homo_energy_ev": -7.2232, "e_tot_ev": -147189.034}